# C5H14NO2

3 unconnected molecules or ions with the total composition C5H14NO2 (ωB97M-V/def2-TZVPD, the Open Molecules 2025 dataset).

Properties
- HOMO (spin up / spin down): -5.16 / -8.40 eV
- Energy above the lowest of the compared OMol25 structures with the same formula, charge and spin: 69.72 kJ/mol
- Net charge: 0
- Total energy: -10994.203 eV
- Spin multiplicity: 2
- <S²>: 0.7592
- Gap between HOMO and LUMO (spin up / spin down): 0.204 / 0.323 Ha

Positions of all 22 atoms, in Å:
C (2.625, 1.110, 0.566)
C (2.261, 0.111, -0.525)
C (0.984, -0.655, -0.411)
C (0.965, -2.010, -0.323)
C (-0.542, 1.237, 0.141)
N (-0.257, 0.039, -0.403)
H (2.276, 0.897, 1.592)
H (3.728, 1.112, 0.564)
H (2.141, 2.067, 0.338)
H (2.376, 0.748, -1.463)
H (3.044, -0.632, -0.709)
H (1.940, -2.460, -0.223)
H (0.055, -2.588, -0.241)
H (-1.500, 1.731, 0.075)
H (0.167, 1.667, 0.877)
H (-1.042, -0.316, -0.950)
H (-3.944, 1.372, 0.468)
H (-3.775, 1.298, 1.922)
O (-3.263, 1.523, 1.135)
H (-3.356, -2.043, -1.293)
H (-2.360, -2.449, -0.232)
O (-2.522, -1.760, -0.904)



# C5H14NO2

A molecular structure, C5H14NO2 (ωB97M-V/def2-TZVPD, the Open Molecules 2025 dataset).

Properties
- HOMO: -13.48 eV
- Energy above the lowest of the compared OMol25 structures with the same formula, charge and spin: 805.50 kJ/mol
- Net charge: +1
- Total energy: -10983.456 eV
- Spin multiplicity: 1
- Gap between HOMO and LUMO: 0.174 Ha

Positions of all 22 atoms, in Å:
C (-0.948, -1.065, -2.102)
C (-0.245, 0.316, -2.178)
C (-0.704, 0.962, -0.904)
C (0.271, 1.174, 0.014)
N (-0.019, 1.351, 1.372)
C (1.161, 1.414, 2.241)
H (-0.504, -1.539, -1.248)
H (-2.131, -0.904, -1.991)
H (-1.020, -1.624, -3.121)
H (0.903, 0.249, -2.181)
H (-0.416, 0.791, -3.217)
H (-1.704, 1.343, -0.599)
H (1.335, 1.000, -0.212)
H (-0.790, 0.766, 1.689)
H (1.966, 1.988, 1.482)
H (1.015, 2.092, 3.110)
H (-1.174, -2.081, 2.148)
H (1.166, -2.485, 0.123)
O (0.996, -1.522, 0.292)
H (1.646, 0.481, 2.386)
H (0.020, -1.464, 1.079)
O (-0.823, -1.241, 1.818)



# C5H14NO2

2 unconnected molecules or ions with the total composition C5H14NO2 (ωB97M-V/def2-TZVPD, the Open Molecules 2025 dataset).

Properties
- HOMO: -14.71 eV
- Energy above the lowest of the compared OMol25 structures with the same formula, charge and spin: 236.76 kJ/mol
- Net charge: +1
- Total energy: -10989.350 eV
- Spin multiplicity: 1
- Gap between HOMO and LUMO: 0.404 Ha

Positions of all 22 atoms, in Å:
O (1.958, -1.894, -0.368)
C (1.374, -0.835, -0.056)
C (0.083, -0.666, -0.853)
C (-1.277, -0.600, -0.065)
C (-1.322, 0.599, 0.921)
C (-1.540, 1.917, 0.363)
N (-0.152, -1.863, -1.777)
H (1.830, 0.014, 0.563)
H (0.254, 0.146, -1.603)
H (-1.413, -1.567, 0.480)
H (-2.066, -0.615, -0.834)
H (-2.127, 0.448, 1.658)
H (-0.350, 0.614, 1.396)
H (-2.451, 1.914, -0.288)
H (-0.673, 2.462, -0.056)
H (-1.776, 2.610, 1.139)
H (-1.104, -1.911, -2.136)
H (0.383, -1.736, -2.602)
H (0.241, -2.704, -1.335)
H (0.612, 3.060, 2.309)
H (1.884, 2.787, 1.669)
O (1.031, 2.523, 1.645)



Which of these has the lowest total energy?
number 1